Record 1
DFT (ωB97M-V with the def2-TZVPD basis set) results for a single C6H9NS molecule.

The geometry in XYZ format:
```
17
Properties=species:S:1:pos:R:3:forces:R:3
C 0.811789 -1.576471 0.190514 -1.523 -1.084 1.560
C 1.683759 -0.479774 0.632886 -0.867 -1.449 -0.630
C -0.317276 -1.505289 -0.522149 -0.168 -1.119 -1.443
C 1.815065 0.737374 0.219323 0.291 1.135 -0.768
C -0.845240 -0.207218 -1.110363 0.579 0.192 1.318
C 2.056269 1.982171 -0.078041 0.265 0.016 0.653
N -2.634899 0.044357 0.904271 -1.023 0.616 -1.163
S -1.318036 0.999229 0.246612 0.046 -0.749 -0.877
H 0.896109 -2.581881 0.711323 0.739 1.358 -0.812
H 2.359999 -0.794648 1.367502 1.517 -0.411 0.687
H -0.792906 -2.534498 -0.825947 0.561 2.325 0.760
H -0.047958 0.374477 -1.648689 -0.871 -0.695 0.100
H -1.753158 -0.410780 -1.668575 0.145 0.335 -0.446
H 2.009644 2.705462 0.709315 -1.010 0.512 0.421
H -3.422031 0.156211 0.226633 0.748 -0.491 0.194
H 2.504844 2.413180 -0.947897 0.489 -0.540 -0.626
H -3.005968 0.678100 1.593275 0.080 0.049 1.072
```
Positions in Å, forces in eV/Å.

For the electronic energy, the calculation gives -18689.50416 eV. For the largest force on an atom, the calculation gives 2.510 eV Å⁻¹. Its SMILES is C=C=C/C=C\CSN. The HOMO energy comes out at -0.299 Ha. Its frontier orbital gap is 8.8130 eV. As for the energy above the lowest of the compared OMol25 structures with the same formula, charge and spin: 357.60 kJ/mol.

Record 2
DFT (ωB97M-V with the def2-TZVPD basis set) results for 7 unconnected molecules or ions with the total composition C19H36Cl8O9.

The geometry in XYZ format:
```
72
Properties=species:S:1:pos:R:3:forces:R:3
Cl 8.395062 23.207747 -20.468042 0.366 -0.368 0.601
C 8.327801 22.144074 -19.007163 -1.497 -0.544 -0.280
C 6.884011 21.444992 -19.006370 0.911 1.297 0.070
Cl 5.572375 22.714287 -18.861065 0.614 -0.578 0.256
H 8.549190 22.725433 -18.112109 -0.682 0.332 -0.136
H 9.157449 21.437130 -19.010302 -0.300 -0.323 -0.628
H 6.769143 20.733339 -18.188775 0.047 0.216 0.015
H 6.630844 20.969968 -19.954190 0.536 -0.031 0.108
Cl 4.247802 22.590456 -10.979751 0.648 0.337 0.429
C 5.817785 23.387562 -10.528953 -0.327 1.169 -1.006
C 5.974228 24.748731 -11.267381 0.168 -0.830 -0.035
Cl 6.145966 24.417504 -13.020287 -0.088 0.186 -0.039
H 6.616762 22.751668 -10.910216 -0.133 -0.116 0.406
H 5.865623 23.560628 -9.453843 -0.126 -0.319 -0.087
H 6.915203 25.220015 -10.983573 -0.082 -0.088 0.211
H 5.164506 25.467451 -11.141303 -0.059 -0.344 0.117
Cl -2.139375 15.031079 -18.865760 0.211 -0.160 0.009
C -0.703527 14.413431 -19.755180 0.050 1.960 -0.316
C -1.048072 14.167908 -21.205075 -0.332 -2.227 -1.161
Cl -1.159731 12.377389 -21.465634 0.024 -0.453 -0.093
H -0.235139 13.651648 -19.131956 -0.332 -0.357 -0.692
H 0.009224 15.234633 -19.830817 -0.025 0.211 0.610
H -0.331739 14.455968 -21.974493 0.439 0.341 0.673
H -2.008822 14.455699 -21.631952 -0.031 0.688 0.978
Cl 3.049732 14.214318 -13.359642 -0.123 0.110 -0.015
C 3.051241 15.915022 -12.769236 -0.947 -0.110 -0.785
C 2.431780 16.897019 -13.826312 1.711 -0.148 -0.054
Cl 3.278843 16.694723 -15.459887 -0.725 0.022 0.865
H 4.088064 16.083192 -12.478002 -0.252 0.526 -0.277
H 2.409194 15.878583 -11.889159 0.121 0.308 0.006
H 2.689196 17.930464 -13.594319 -0.036 -0.144 0.373
H 1.348892 16.857896 -13.944315 0.246 -0.563 -0.116
C 2.110913 18.071145 -4.912726 0.862 -1.031 0.160
C 1.682839 16.916615 -3.997267 2.247 1.566 1.261
O 0.929543 16.109464 -4.795737 -1.230 -1.702 -0.966
C 0.684182 16.708053 -5.981737 -3.091 -1.728 -2.165
O -0.045698 16.299733 -6.883525 1.950 0.393 2.480
O 1.265685 17.864186 -6.024381 0.267 2.810 -0.614
H 3.099120 17.872895 -5.327751 0.298 0.286 0.407
H 2.107932 19.032598 -4.399216 -0.569 0.169 -0.658
H 1.185020 17.262721 -3.091463 -0.456 -0.180 -0.164
H 2.623276 16.454215 -3.697465 -0.272 -0.583 0.253
C -1.476002 23.260654 -15.787123 0.332 -0.376 -0.228
C -2.737191 24.084587 -15.627989 0.984 0.854 -0.524
O -3.795614 23.415434 -16.331730 -0.892 -0.754 0.358
C -4.793285 24.094299 -16.905305 0.766 3.082 -1.347
O -4.766215 25.352289 -16.975961 -1.256 -4.038 0.023
O -5.647667 23.190651 -17.518965 1.070 0.822 0.946
C -6.692472 23.676661 -18.388250 0.410 0.730 0.139
H -1.598193 22.362267 -15.182086 0.399 -0.084 -0.086
H -0.569722 23.802872 -15.517374 -0.257 0.202 0.757
H -1.191578 22.974217 -16.799619 -0.768 -0.115 -0.261
H -2.589170 25.100434 -15.994385 -0.291 -0.106 -0.361
H -2.890222 24.201798 -14.555175 -0.812 -0.297 -0.026
H -6.263053 24.100742 -19.295910 0.154 0.375 0.222
H -7.276442 24.409305 -17.831212 -0.085 0.033 -0.322
H -7.321397 22.865468 -18.755015 0.250 -0.329 0.712
C 13.911773 5.642281 -15.056602 0.504 0.876 -0.739
C 13.757206 7.143249 -15.467815 1.481 -0.547 1.643
O 12.422238 7.477534 -15.257390 -3.429 1.881 -0.648
C 11.988361 8.789395 -15.384058 2.767 1.867 -0.561
O 12.742590 9.754311 -15.607163 -1.647 -2.519 0.537
O 10.675773 8.898946 -15.228110 -0.488 -1.179 0.182
C 9.992922 10.159087 -15.180142 0.372 1.050 -0.474
H 13.499295 4.948934 -15.789572 -0.348 0.171 0.068
H 13.512627 5.444474 -14.061793 -0.167 0.163 -0.160
H 14.976052 5.408511 -15.029189 0.120 0.101 0.074
H 14.192346 7.412742 -16.430165 -0.585 -0.251 -0.347
H 14.298405 7.760555 -14.750765 0.501 -0.113 0.053
H 10.254065 10.841964 -15.988601 0.650 -0.280 -0.134
H 10.181544 10.705433 -14.255991 0.099 -0.359 0.131
H 8.918999 10.046497 -15.328847 0.167 -0.861 0.376
```
Positions in Å, forces in eV/Å.

For the electronic energy, the calculation gives -138892.00985 eV. For the largest force on an atom, the calculation gives 4.229 eV Å⁻¹. Its SMILES is CCOC(=O)OC.CCOC(=O)OC.O=C1OCCO1.ClCCCl.ClCCCl.ClCCCl.ClCCCl. The HOMO energy comes out at -0.388 Ha. Its frontier orbital gap is 10.8158 eV.